[1]
The following is a quantum chemistry calculation of C3H2CaO4 as an isolated structure, from the OMol25 dataset.

Structure (XYZ):
```
10
Properties=species:S:1:pos:R:3:forces:R:3
O 2.6248 0.5070 0.0431 1.2 -0.3 -0.3
C 3.7250 0.1364 -0.0891 0.7 0.3 0.2
O 4.8295 -0.1590 -0.1747 -0.3 -0.2 -0.1
O -1.3584 1.6237 -0.1294 -0.5 0.8 -0.2
C -2.3807 0.8554 -0.1783 -1.1 -0.2 -0.1
C -2.0276 -0.6192 0.0348 -0.9 -0.1 -0.1
O -0.6965 -0.9474 0.2563 0.2 -0.9 0.1
Ca 0.4178 0.6769 0.2249 0.4 0.4 0.5
H -2.4466 -1.1331 -0.8607 0.1 0.1 0.3
H -2.6873 -0.9408 0.8732 0.2 0.1 -0.2
```
Positions in Å, forces in eV/Å.

Computed properties:
**ΔE to the lowest compared entry with this formula, charge and spin**: 57.54 kcal/mol
**Multiplicity**: 1
**LUMO**: -1.1 eV

Mulliken analysis output, partial charges in e: O -0.51; C 0.70; O -0.28; O -0.49; C -0.58; C 0.01; O -0.99; Ca 1.55; H 0.30; H 0.29

***

[2]
The following is a quantum chemistry calculation of C3H2CeFLiO2 as an isolated structure, from the OMol25 dataset.

Structure (XYZ):
```
10
Properties=species:S:1:pos:R:3:forces:R:3
O -0.6576 0.1639 -0.3121 1.0 0.9 0.2
C 0.4415 0.8619 -0.4144 0.2 -0.4 0.0
O 0.8422 0.9422 -1.6222 1.9 1.6 -0.5
Li -0.7462 0.2478 -2.5798 -0.5 -0.4 -0.4
Ce 2.7435 2.2278 -0.7455 -2.4 -1.6 -0.1
C -0.8633 -0.4365 1.0730 0.2 0.5 -0.2
C 0.1358 -1.4507 1.3573 0.7 -1.8 0.8
H -1.8629 -0.8933 1.1272 0.1 0.2 0.1
H -0.7107 0.3846 1.7916 -0.4 -0.3 -0.2
F 0.6777 -2.0478 0.3249 -0.6 1.1 0.2
```
Positions in Å, forces in eV/Å.

Computed properties:
**Total charge**: +3
**Multiplicity**: 2
**LUMO (spin up / spin down)**: -16.0 / -15.0 eV
**Expectation value of S²**: 0.79

natural (NBO) analysis output, partial charges in e: O -0.51; C 0.35; O -0.88; Li 0.97; Ce 2.55; C -0.30; C 0.51; H 0.33; H 0.27; F -0.28

***

[3]
The following is a quantum chemistry calculation of C3H2Cl2 in the gas phase, from the OMol25 dataset.

Structure (XYZ):
```
7
Properties=species:S:1:pos:R:3:forces:R:3
Cl 2.5592 -2.1797 0.0057 -0.8 0.7 0.0
C 1.6559 -0.7132 -0.0233 1.1 3.5 -0.4
C 1.7786 0.6244 -0.0398 -0.9 -2.7 -0.4
Cl 2.4915 2.1491 0.0120 0.4 -0.3 0.0
C 0.3618 0.1603 -0.0055 1.9 -1.7 0.4
H -0.3693 0.1216 -0.7536 -0.5 0.2 -1.8
H -0.0811 0.1698 0.9238 -1.2 0.3 2.2
```
Positions in Å, forces in eV/Å.

Computed properties:
**ΔE to the lowest compared entry with this formula, charge and spin**: 23.13 kcal/mol
**Multiplicity**: 1
**LUMO**: 0.7 eV

natural (NBO) analysis output, partial charges in e: Cl 0.07; C -0.06; C -0.10; Cl 0.09; C -0.36; H 0.19; H 0.17